1.
Below is a structure of composition C65H134As2F12N9O17, with properties calculated with wB97M-V/def2-TZVPD.

Results
- spin multiplicity = 1
- total charge = +3

Geometry (Å):
C  -1.5783  -4.2947  -0.2646
C  -2.0475  -4.4766  -1.6234
O  -2.4212  -3.7459  -2.4706
N  -1.8968  -5.9897  -2.0734
H  -1.4120  -6.4935  -1.3482
H  -2.8426  -6.4101  -2.1202
C  -1.2789  -6.1986  -3.4320
H  -2.0747  -3.3971  0.1223
H  -0.4887  -4.0593  -0.3702
H  -1.7690  -5.1428  0.3997
H  -1.7281  -5.5731  -4.1866
H  -1.4800  -7.2138  -3.6354
H  -0.2548  -5.8393  -3.3519
C  1.1793  0.6660  7.6191
C  1.0209  -0.8679  7.2879
O  0.3129  -1.5686  7.9495
N  1.6586  -1.4779  6.0218
H  3.6360  -0.3872  6.0025
H  1.8100  -2.4235  6.3564
C  0.7188  -1.4167  4.8735
H  1.3615  1.1243  6.6612
H  2.0415  0.7585  8.2952
H  0.4360  1.1945  8.2100
H  -0.2174  -1.9312  5.0553
H  1.1439  -1.8304  3.9573
H  0.5886  -0.3861  4.5459
C  4.2963  1.1943  1.3369
C  3.7007  0.3390  0.2934
O  4.0339  0.3305  -0.8867
N  2.8362  -0.5490  0.7762
H  4.4425  -2.0529  2.2564
H  2.3083  -0.3832  1.6185
C  2.4064  -1.6208  -0.0500
H  4.3265  2.2066  0.9194
H  5.3663  0.8427  1.3981
H  3.8980  1.0935  2.3304
H  3.1203  -2.4345  0.1492
H  2.5371  -1.3992  -1.0820
H  1.4160  -1.9599  0.2429
C  -0.8342  5.3456  2.8537
C  -0.3559  4.0805  2.0511
O  -0.5679  3.8106  0.8656
N  0.3519  3.2302  2.7891
H  -1.0329  1.6912  4.1606
H  0.6762  2.4054  2.2164
C  1.2840  3.6404  3.8072
H  -1.2348  5.1206  3.8269
H  -1.6586  5.8325  2.3004
H  -0.0634  6.1126  3.0951
H  2.1979  3.1284  3.5189
H  1.0005  3.2691  4.7988
H  1.3277  4.6999  3.7614
C  -1.8274  6.8773  -0.5031
C  -2.2190  6.9916  -1.9608
C  -1.5648  8.2725  -2.4917
C  0.0285  8.2045  -2.6613
C  0.3531  7.0122  -3.5785
C  -0.1319  5.6615  -3.0866
N  -1.6504  5.8221  -2.6915
O  -2.4108  4.9458  -3.1011
C  0.5206  5.2657  -1.7285
C  -0.1075  4.5208  -4.1047
C  -3.7691  6.8959  -2.0525
H  -1.7439  5.8723  -0.0857
H  -2.6127  7.3931  0.0464
H  -0.8640  7.3263  -0.3189
H  -1.8017  9.1388  -1.8318
H  -2.0712  8.4946  -3.4630
H  0.4870  8.1883  -1.6693
H  0.4724  9.1058  -3.0623
H  1.4061  6.9296  -3.6163
H  -0.0709  7.2441  -4.6024
H  0.4941  5.9798  -0.9150
H  1.5720  4.9432  -1.9776
H  0.0937  4.3833  -1.2531
H  -0.8783  4.5926  -4.9124
H  -0.2212  3.4981  -3.6470
H  0.9049  4.5679  -4.6082
H  -4.1937  7.8711  -1.7502
H  -4.2023  6.0888  -1.4749
H  -4.1230  6.6816  -3.1053
C  2.5476  1.5250  -6.1269
C  3.9917  2.1042  -6.2349
C  4.3034  3.1630  -5.1367
C  4.2287  2.7198  -3.6601
C  5.2943  1.6043  -3.5730
C  5.0550  0.3759  -4.4235
N  4.8588  0.8381  -5.8177
O  5.5112  0.2461  -6.7406
C  3.8129  -0.4033  -4.0211
C  6.3024  -0.5493  -4.3502
C  4.3383  2.4398  -7.6828
H  1.8979  2.0707  -6.8534
H  2.1361  1.7409  -5.1603
H  2.5016  0.4200  -6.3111
H  3.6217  3.9690  -5.3592
H  5.2999  3.5988  -5.3428
H  3.1906  2.4257  -3.3794
H  4.4962  3.5460  -3.0234
H  5.3232  1.2989  -2.5175
H  6.3041  2.0218  -3.8529
H  3.8996  -0.6502  -2.9339
H  3.7554  -1.3021  -4.6557
H  2.9295  0.2351  -4.1313
H  6.2269  -1.5075  -4.8943
H  6.5210  -0.7905  -3.2914
H  7.1405  0.0314  -4.7711
H  4.4290  1.5008  -8.2755
H  5.3759  2.8781  -7.6276
H  3.7262  3.2217  -8.1889
C  -5.4634  0.5880  -4.4083
C  -4.6991  -0.5636  -3.7937
C  -4.3695  -1.5475  -5.0046
C  -3.0681  -1.2331  -5.7702
C  -1.8907  -0.8616  -4.8682
C  -2.1580  0.3967  -3.9991
N  -3.3794  -0.1859  -3.2454
O  -3.0199  -0.6876  -2.0736
C  -2.6412  1.5806  -4.8155
C  -1.1212  0.8127  -2.9754
C  -5.5750  -1.2767  -2.6908
H  -5.1387  0.7739  -5.4020
H  -5.4089  1.5054  -3.8072
H  -6.4791  0.2475  -4.4702
H  -5.1749  -1.6066  -5.7366
H  -4.3161  -2.5851  -4.5957
H  -3.1659  -0.4951  -6.5261
H  -2.7812  -2.1205  -6.3225
H  -1.1243  -0.4691  -5.5624
H  -1.3527  -1.6180  -4.2168
H  -3.0376  1.3396  -5.7876
H  -1.7933  2.2995  -5.0696
H  -3.3023  2.2921  -4.3521
H  -0.8207  0.0668  -2.2691
H  -1.5614  1.5722  -2.3485
H  -0.2495  1.1112  -3.5974
H  -6.4600  -1.5073  -3.2491
H  -5.7951  -0.6621  -1.8437
H  -5.0523  -2.1689  -2.3917
C  -6.3864  0.1825  1.1914
C  -5.5938  -0.2122  2.3963
C  -6.4765  -0.5487  3.5680
C  -5.7101  -0.9608  4.8506
C  -4.9796  -2.2838  4.5128
C  -4.0810  -2.2594  3.2553
N  -4.6649  -1.3504  2.0649
O  -4.3613  -1.6637  0.9803
C  -3.6898  -3.7044  2.8331
C  -2.8279  -1.4941  3.6135
C  -4.6145  0.9209  2.7096
H  -6.9454  1.0638  1.4973
H  -7.0499  -0.6004  0.7834
H  -5.7462  0.4997  0.3271
H  -7.1657  -1.2632  3.1984
H  -7.0472  0.3642  3.8020
H  -6.3686  -1.1818  5.6550
H  -5.0461  -0.1463  5.0974
H  -5.8141  -2.9636  4.4861
H  -4.4259  -2.5479  5.3656
H  -4.5231  -4.2465  2.4049
H  -3.4102  -4.1481  3.7870
H  -2.8635  -3.6765  2.1763
H  -2.3302  -2.1753  4.3331
H  -3.0740  -0.5873  4.1719
H  -2.1569  -1.2695  2.7478
H  -3.9696  1.1774  1.8653
H  -3.9593  0.6634  3.5477
H  -5.1333  1.8521  2.9290
C  4.3007  -6.1962  0.8422
C  2.9481  -6.8735  0.9814
C  2.9017  -7.8866  2.0621
C  2.9718  -7.3352  3.5390
C  1.7137  -6.4470  3.7716
C  1.6767  -5.2968  2.7017
N  1.9858  -5.7243  1.3116
O  1.5533  -5.1136  0.4724
C  2.7648  -4.2355  3.0822
C  0.2494  -4.5967  2.6011
C  2.5005  -7.5364  -0.4244
H  4.3383  -5.3602  0.1632
H  4.9892  -6.9646  0.5234
H  4.6328  -5.8642  1.8198
H  3.6402  -8.6744  1.9096
H  1.9994  -8.4432  1.9930
H  3.9483  -6.8919  3.8251
H  2.9075  -8.2152  4.1566
H  1.8017  -6.0813  4.7945
H  0.7545  -6.9692  3.6096
H  2.7972  -3.4111  2.3820
H  3.7045  -4.7404  3.0640
H  2.5541  -3.9122  4.0921
H  0.1877  -3.7847  1.8644
H  0.0899  -4.1810  3.5761
H  -0.5413  -5.3717  2.5106
H  1.4479  -7.8287  -0.4093
H  3.0308  -8.4582  -0.5768
H  2.7210  -6.8826  -1.2724
C  4.8688  2.3865  4.8974
C  3.9924  1.1789  5.0676
O  3.1908  0.8583  4.2001
O  4.1502  0.4910  6.1570
H  4.2367  3.2828  4.8579
H  5.5744  2.2706  4.1081
H  5.5763  2.4761  5.7742
C  -1.3917  0.3981  0.7185
C  -0.3160  -0.3296  1.5070
O  0.5164  0.3634  2.1593
O  -0.4859  -1.5623  1.5075
H  -0.9739  0.7387  -0.2325
H  -1.7853  1.2449  1.2550
H  -2.1802  -0.2931  0.4915
C  -3.0179  2.2891  6.7598
C  -1.8535  2.5346  5.7803
O  -1.8242  1.5681  4.8357
O  -1.1113  3.4845  5.9149
H  -3.0896  1.2703  7.1327
H  -3.9023  2.4582  6.1560
H  -2.8611  3.0669  7.5401
C  6.5896  -0.7931  4.1764
C  5.4847  -1.6271  3.7784
O  5.3065  -1.5664  2.4088
O  4.6614  -2.1744  4.5254
H  6.8327  -1.1509  5.1738
H  6.2048  0.2326  4.2880
H  7.4805  -0.7952  3.5667
As  1.8722  -3.3552  -3.4879
F  2.0473  -2.8225  -5.0176
F  3.5322  -3.2616  -3.1261
F  1.5640  -3.8950  -1.7266
F  0.0175  -3.5215  -3.6952
F  2.0068  -4.9977  -3.8884
F  1.5395  -1.6669  -2.9686
As  -4.5015  2.8651  -1.0918
F  -3.3514  4.1470  -0.6266
F  -3.5579  1.6693  -0.2344
F  -5.6833  1.6979  -1.5896
F  -5.3763  3.9709  -2.1052
F  -3.5108  2.4180  -2.5043
F  -5.3119  3.1561  0.3480

=====

2.
Below is a structure of composition C27H31Cl2F6N5O2ReSSb, with properties calculated with wB97M-V/def2-TZVPD.

Results
- spin multiplicity = 1
- energy relative to the best compared isomer or geometry (same formula, charge and spin) (eV) = 0.446
- total charge = +2

Geometry (Å):
Re  -2.2583  -1.1700  -0.6343
Cl  -5.6470  -1.9221  -0.6848
C  -5.3257  -2.6339  0.8541
C  -6.3232  -3.2181  1.6047
C  -5.9948  -3.7858  2.8312
C  -4.6953  -3.7789  3.3277
C  -3.6940  -3.1931  2.5817
Cl  -2.0675  -3.1468  3.1332
C  -4.0071  -2.6213  1.3418
N  -3.0479  -2.0035  0.5919
H  -7.3393  -3.2345  1.2367
H  -6.7756  -4.2506  3.4185
H  -4.4621  -4.2252  4.2842
F  -1.5950  -0.4132  -2.4365
Sb  -2.7047  -1.4035  -3.9212
F  -3.7631  -2.4286  -5.0137
F  -2.3464  0.1074  -4.9236
F  -1.0825  -2.1938  -4.3521
F  -4.1109  -0.5704  -3.0154
F  -2.6382  -2.5688  -2.2893
C  0.3772  0.9760  3.3924
C  -1.1263  1.1006  3.1740
C  -1.5245  2.4083  2.5021
N  -0.9659  2.5500  1.1411
C  -1.3907  1.9671  0.0614
S  -2.8306  0.9440  0.1354
N  -0.8107  2.1771  -1.1384
C  0.3273  2.9995  -1.3693
O  0.7870  3.6508  -0.4581
C  0.8360  2.9849  -2.7475
C  0.7174  1.8607  -3.5667
C  1.2376  1.8933  -4.8490
C  1.8589  3.0459  -5.3130
C  1.9794  4.1635  -4.4960
C  1.4791  4.1345  -3.2063
H  0.6475  -0.0166  3.7557
H  0.7251  1.7001  4.1312
H  0.9463  1.1557  2.4741
H  -1.6484  1.0710  4.1325
H  -1.5182  0.2570  2.5983
H  -1.1294  3.2578  3.0576
H  -2.6041  2.5293  2.4417
H  -0.1657  3.1705  0.9828
H  -1.2674  1.7665  -1.9408
H  0.2461  0.9521  -3.2061
H  1.1588  1.0244  -5.4881
H  2.2531  3.0735  -6.3205
H  2.4635  5.0564  -4.8675
H  1.5701  4.9932  -2.5542
C  4.1554  0.9405  3.3252
C  4.6590  -0.0828  2.3227
N  3.6788  -0.4083  1.2727
C  3.8941  0.1572  -0.0600
C  3.8252  1.6746  -0.0795
C  2.7398  -1.3182  1.5733
O  2.5859  -1.8327  2.6666
C  1.8244  -1.8206  0.4727
C  2.2138  -2.8745  -0.3474
C  1.2993  -3.4417  -1.2199
C  0.0108  -2.9577  -1.2428
N  -0.3760  -1.9432  -0.4360
C  0.5214  -1.3846  0.4036
H  4.9382  1.1653  4.0494
H  3.3009  0.5430  3.8728
H  3.8675  1.8737  2.8395
H  4.9100  -1.0124  2.8318
H  5.5560  0.2664  1.8111
H  3.1464  -0.2534  -0.7373
H  4.8672  -0.1812  -0.4254
H  2.8647  2.0324  0.2942
H  3.9537  2.0377  -1.1007
H  4.6101  2.1227  0.5290
H  3.2293  -3.2492  -0.2969
H  1.5688  -4.2605  -1.8716
H  -0.7390  -3.3859  -1.8881
H  0.1442  -0.5988  1.0470

=====

3.
Below is the molecule CH5O2P, with properties calculated with wB97M-V/def2-TZVPD.

Results
- spin multiplicity = 1
- structure (SMILES) = COOP
- energy relative to the best compared isomer or geometry (same formula, charge and spin) (eV) = 4.993
- total charge = 0

Geometry (Å):
C  0.8819  0.8148  0.9048
O  0.9094  0.5744  -0.5477
O  0.3479  -0.7093  -0.7490
P  -1.5625  -0.6950  -1.4814
H  1.6736  1.5254  1.0047
H  0.9348  -0.2284  1.3639
H  -0.0669  1.3962  0.9739
H  -1.1723  -1.9763  -1.3272
H  -1.9459  -0.7018  -0.1420

=====

4.
Below is a structure of composition C27H41BN7OPdS3, with properties calculated with wB97M-V/def2-TZVPD.

Results
- spin multiplicity = 1
- energy relative to the best compared isomer or geometry (same formula, charge and spin) (eV) = 0.389
- total charge = -1

Geometry (Å):
Pd  1.6292  0.2686  -1.3925
C  1.0492  3.4764  5.6128
C  1.1735  1.9865  5.2750
C  0.5468  1.1384  6.3841
C  2.6659  1.6777  5.1656
N  0.4318  1.7182  4.0222
C  -0.7085  2.4403  3.6771
C  -1.1862  1.9223  2.5362
N  -0.3830  0.8643  2.1711
B  -0.4856  0.1299  0.8156
N  -0.9733  -1.3262  1.0217
C  -1.2870  -1.9173  2.2243
C  -1.4654  -3.2292  2.0106
N  -1.2426  -3.4736  0.6550
C  -0.9494  -2.2740  0.0396
S  -0.6654  -1.9113  -1.5845
C  -1.3326  -4.8599  0.1441
C  -0.3665  -5.7243  0.9629
C  -2.7748  -5.3411  0.3381
C  -0.9653  -5.0169  -1.3274
N  -1.5173  0.8538  -0.0870
C  -2.8031  0.4182  -0.3236
C  -3.2592  1.0356  -1.4221
N  -2.2386  1.8565  -1.8986
C  -1.1730  1.7624  -1.0402
S  0.2922  2.6034  -1.0133
C  -2.4026  2.5699  -3.1884
C  -3.4804  3.6405  -2.9973
C  -1.1252  3.2259  -3.7029
C  -2.8375  1.5388  -4.2380
C  0.6096  0.7151  3.0956
S  1.7185  -0.5564  3.0916
H  1.6865  3.6930  6.4704
H  0.0347  3.7675  5.8840
H  1.3784  4.0888  4.7724
H  1.0489  1.3245  7.3362
H  0.6468  0.0804  6.1374
H  -0.5136  1.3735  6.4974
H  3.1473  2.0427  6.0762
H  3.1079  2.1841  4.3065
H  2.8533  0.6166  5.0528
H  -1.0664  3.2718  4.2507
H  -2.0140  2.2354  1.9260
H  0.5991  0.1127  0.2656
H  -1.3226  -1.3543  3.1390
H  -1.7087  -4.0141  2.7017
H  -0.6275  -5.7469  2.0212
H  0.6485  -5.3373  0.8689
H  -0.3867  -6.7492  0.5881
H  -3.0754  -5.3076  1.3861
H  -2.8719  -6.3708  -0.0117
H  -3.4571  -4.7136  -0.2370
H  0.0456  -4.6714  -1.5289
H  -1.6344  -4.4592  -1.9755
H  -1.0363  -6.0823  -1.5638
H  -3.2703  -0.3290  0.2931
H  -4.2059  0.9497  -1.9204
H  -3.1583  4.3642  -2.2470
H  -4.4262  3.2027  -2.6726
H  -3.6524  4.1681  -3.9376
H  -0.7792  4.0189  -3.0469
H  -1.3609  3.6489  -4.6835
H  -0.3194  2.5030  -3.8183
H  -3.8068  1.0931  -4.0130
H  -2.0932  0.7440  -4.3022
H  -2.9119  2.0275  -5.2109
O  1.1723  0.5117  -4.3694
C  2.3545  -0.1271  -4.7803
C  3.5507  0.1425  -3.8865
C  4.7842  0.4168  -4.4667
C  5.9052  0.5782  -3.6730
C  5.7516  0.4537  -2.3007
C  4.4949  0.1841  -1.7929
N  3.3948  0.0457  -2.5551
H  1.1519  0.2907  -3.3949
H  2.5918  0.2085  -5.7918
H  2.2133  -1.2192  -4.8136
H  4.8471  0.5029  -5.5444
H  6.8715  0.7941  -4.1114
H  6.5874  0.5580  -1.6221
H  4.3365  0.0711  -0.7290

=====

5.
Below is a cluster of 5 separate species, C27H53Br2F4N2O5 in total, with properties calculated with wB97M-V/def2-TZVPD.

Results
- spin multiplicity = 1
- total charge = +1

Geometry (Å):
C  -2.0451  0.8654  -0.2360
C  -1.6513  -0.5993  -0.4796
O  -1.5267  -0.8465  -1.8609
C  -0.3369  -0.8762  0.3155
C  0.5659  -1.8834  -0.3415
N  -0.0240  -2.9366  -0.8896
N  0.5913  -3.9087  -1.5549
C  1.8754  -3.7801  -1.6670
C  2.6096  -2.7230  -1.1089
F  3.9057  -2.7054  -1.2764
C  1.9585  -1.7281  -0.3968
C  2.7228  -0.5855  0.2167
C  2.6665  -0.4558  1.7426
C  3.0551  -1.7184  2.4907
F  4.1221  -2.3015  1.8934
Br  1.6194  -3.0271  2.6388
C  3.5052  -1.3754  3.9434
F  4.5978  -0.6125  3.8833
F  3.8314  -2.5071  4.5804
Br  2.1432  -0.4721  4.9819
H  -1.8029  1.1745  0.7764
H  -1.4695  1.4592  -0.9446
H  -3.0936  1.0337  -0.4543
H  -2.4481  -1.2142  -0.0691
H  -0.7772  -0.3599  -2.2176
H  0.1837  0.0587  0.4689
H  -0.6193  -1.3211  1.2679
H  -1.0314  -3.0175  -0.8482
H  2.3986  -4.5426  -2.2249
H  2.3803  0.3305  -0.2613
H  3.7640  -0.7064  -0.0575
H  3.4198  0.2846  2.0102
H  1.7328  -0.0633  2.1228
C  6.5881  -2.5455  -2.7534
C  7.2493  -3.2297  -3.9398
O  7.0326  -2.5682  -5.1686
C  7.5450  -1.2497  -5.2621
C  9.0527  -1.1621  -5.1008
H  5.5349  -2.3713  -2.9632
H  6.6787  -3.1657  -1.8604
H  7.0479  -1.5805  -2.5331
H  6.8201  -4.2239  -4.0673
H  8.3198  -3.3703  -3.7564
H  7.0411  -0.5896  -4.5457
H  7.2654  -0.9045  -6.2569
H  9.3712  -1.4154  -4.0882
H  9.3930  -0.1477  -5.3086
H  9.5499  -1.8465  -5.7884
C  5.3659  0.8065  7.7477
C  4.7099  1.7847  6.7878
O  3.6702  2.5499  7.3650
C  4.0472  3.3916  8.4425
C  5.0698  4.4502  8.0675
H  4.6132  0.1836  8.2334
H  6.0620  0.1613  7.2101
H  5.9291  1.3178  8.5293
H  4.2321  1.2300  5.9811
H  5.4617  2.4365  6.3276
H  4.4021  2.7943  9.2892
H  3.1251  3.8750  8.7644
H  6.0390  4.0128  7.8226
H  5.2199  5.1366  8.9005
H  4.7309  5.0192  7.2008
C  -6.5234  2.8032  -2.6903
C  -5.1492  3.1855  -3.2097
O  -4.1727  2.1704  -3.0317
C  -4.4336  0.9445  -3.6925
C  -4.5171  1.0652  -5.2046
H  -6.4652  2.4612  -1.6565
H  -7.1964  3.6597  -2.7391
H  -6.9726  1.9995  -3.2734
H  -4.7749  4.0462  -2.6549
H  -5.2020  3.4873  -4.2612
H  -5.3416  0.4790  -3.2920
H  -3.6004  0.2912  -3.4266
H  -5.3897  1.6386  -5.5190
H  -4.5935  0.0756  -5.6560
H  -3.6304  1.5636  -5.5987
C  -9.4396  0.3640  0.9206
C  -9.2919  1.2241  -0.3232
O  -8.6592  0.5644  -1.4049
C  -9.3247  -0.5821  -1.9048
C  -10.7116  -0.2976  -2.4551
H  -8.4780  -0.0658  1.2054
H  -9.8148  0.9643  1.7496
H  -10.1397  -0.4584  0.7671
H  -8.6554  2.0802  -0.0965
H  -10.2630  1.6255  -0.6320
H  -9.3658  -1.3666  -1.1407
H  -8.6873  -0.9571  -2.7066
H  -11.4089  -0.0031  -1.6697
H  -11.1144  -1.1895  -2.9354
H  -10.6736  0.5089  -3.1882

=====

HOMO-LUMO gap values (in eV) by entry order: 5.63; 6.75; 8.92; 5.49; 6.74.